{"formula": "C17H12BaClN2O3S3", "method": "ωB97M-V/def2-TZVPD", "homo_energy_ev": -3.94, "e_lumo_ev": 1.8, "charge": -1, "largest_force_ev_per_a": 1.14, "species": ["Ba", "S", "C", "C", "C", "C", "N", "C", "C", "C", "S", "C", "N", "H", "H", "Cl", "C", "C", "O", "O", "H", "H", "C", "S", "O", "C", "C", "C", "C", "C", "C", "H", "H", "H", "H", "H", "H", "H", "H"], "xyz": [[0.6829, 2.9252, 1.0826], [0.8523, -0.0740, 1.7815], [-0.5255, -0.9656, 1.1898], [-0.6515, -2.2985, 1.5831], [-1.6665, -3.1256, 1.1186], [-1.7183, -4.4917, 1.5377], [-1.7400, -5.5897, 1.8831], [-2.6171, -2.6007, 0.2307], [-2.5171, -1.2692, -0.1568], [-1.4947, -0.4283, 0.2888], [-1.4791, 1.2043, -0.3382], [-3.6783, -3.3954, -0.3044], [-4.5451, -4.0168, -0.7377], [0.0854, -2.6961, 2.2683], [-3.2508, -0.8658, -0.8417], [-2.2720, 2.6816, 4.4103], [-1.3347, 4.1987, 4.4854], [-0.3898, 4.2709, 3.2961], [0.7912, 3.8852, 3.4536], [-0.8459, 4.6320, 2.1820], [-0.7798, 4.1809, 5.4178], [-2.0530, 5.0131, 4.4621], [4.2388, 1.3123, -2.1998], [3.0762, 0.8937, -0.9060], [2.4509, 2.2499, -0.5844], [1.8752, -0.0265, -1.8141], [1.6383, -1.3124, -1.3399], [0.6528, -2.0771, -1.9480], [-0.0769, -1.5451, -2.9985], [0.1635, -0.2546, -3.4503], [1.1420, 0.5204, -2.8545], [3.7297, 1.8779, -2.9792], [4.6749, 0.4040, -2.6134], [5.0147, 1.9207, -1.7397], [2.1658, -1.6604, -0.4622], [0.4274, -3.0639, -1.5663], [-0.8701, -2.1278, -3.4487], [-0.4476, 0.1635, -4.2387], [1.2920, 1.5508, -3.1492]], "lowdin_charge": [1.75, 0.38, -0.74, -0.10, -0.22, -0.20, 0.13, -0.22, -0.10, -0.74, 0.36, -0.20, 0.14, 0.10, 0.10, 0.58, -0.49, -0.89, -0.23, -0.25, 0.07, 0.07, -0.25, 0.91, -0.82, -0.43, -0.10, -0.06, -0.07, -0.08, -0.09, 0.05, 0.06, 0.05, 0.09, 0.11, 0.11, 0.11, 0.11]}